# 1
Computed, not measured: a molecular structure, C20H27F6N7O5PRuS at a distorted geometry, with ωB97M-V/def2-TZVPD.

```
68
Properties=species:S:1:pos:R:3:mulliken_spin:R:1
Ru 0.4817 0.1750 -0.2006 0.855
C 2.1392 1.5970 3.4211 0.004
C 1.3245 1.2754 2.2180 -0.012
N 1.7506 0.5248 1.2474 0.044
O 2.9911 -0.0579 1.3577 0.008
C -0.0287 1.7213 2.0584 0.113
C -0.7208 2.6360 3.0080 -0.006
N -0.6479 1.2540 0.9657 -0.063
O -1.8690 1.4770 0.7416 -0.068
H 3.1727 1.2959 3.2858 0.000
H 1.7279 1.0786 4.2901 -0.002
H 2.0983 2.6680 3.6208 -0.001
H 2.9912 -0.6853 0.6095 0.000
H -0.9314 2.1541 3.9664 0.008
H -1.6636 2.9495 2.5677 0.000
H -0.1078 3.5174 3.2048 0.004
O -1.5266 -1.2295 -1.4238 0.025
N -1.1067 -0.0530 -1.7488 -0.025
C -2.0003 0.7199 -2.3110 -0.005
C -1.7109 2.0493 -2.7348 -0.002
N -1.5643 3.1084 -3.1558 -0.002
C -3.3111 0.2106 -2.5519 0.001
N -4.3809 -0.1654 -2.7432 -0.002
C 0.7174 -3.4827 -2.0333 -0.001
P 1.8269 -2.0904 -2.2544 0.000
C 3.4197 -2.7420 -2.7796 0.001
C 1.1910 -1.0936 -3.6106 -0.001
O 1.9914 -1.3133 -0.9627 0.012
H 0.6304 -4.0614 -2.9543 0.000
H -0.2553 -3.0773 -1.7520 0.001
H 1.0863 -4.1182 -1.2281 0.000
H 3.2986 -3.4134 -3.6304 0.000
H 3.8764 -3.2839 -1.9514 0.000
H 4.0728 -1.9163 -3.0635 -0.001
H 1.7239 -1.3199 -4.5347 0.000
H 1.3261 -0.0390 -3.3578 0.000
H 0.1284 -1.2898 -3.7488 0.001
C -4.8662 -0.8561 0.5610 -0.001
C -3.8619 -1.5131 1.4382 0.001
C -4.1315 -2.1484 2.6223 -0.001
C -3.0555 -2.7148 3.3240 0.002
N -1.8008 -2.6145 2.9099 -0.001
C -1.5514 -1.9582 1.7715 0.010
S 0.0653 -1.7819 1.2632 -0.023
N -2.5788 -1.4668 1.0400 -0.001
C -3.2760 -3.4365 4.6157 0.000
H -5.8732 -1.0562 0.9176 0.000
H -4.7699 -1.2006 -0.4705 0.000
H -4.6893 0.2219 0.5559 0.000
H -5.1454 -2.2221 2.9856 0.000
H -2.3477 -1.0676 0.1351 -0.002
H -4.3176 -3.7223 4.7484 0.000
H -2.9880 -2.7834 5.4420 0.000
H -2.6380 -4.3171 4.6590 0.000
C 3.6869 1.9568 -1.1739 0.010
C 2.2648 2.4711 -1.4156 -0.007
O 1.3473 1.4557 -1.4649 0.118
C 1.9007 3.5359 -0.3455 0.005
F 2.3573 4.7609 -0.6545 0.000
F 2.4424 3.2257 0.8550 0.001
F 0.5817 3.6236 -0.1631 0.000
C 2.2446 3.1439 -2.8182 0.000
F 2.2924 2.2002 -3.7763 0.001
F 1.1567 3.8779 -3.0225 0.000
F 3.3194 3.9334 -3.0146 0.000
H 3.6762 1.2585 -0.3418 0.000
H 4.3776 2.7692 -0.9452 0.002
H 4.0367 1.4449 -2.0691 0.000
```

Calculated values
<S²>: 0.772
Molar mass: 723.579 g mol⁻¹
Gap between HOMO and LUMO (alpha / beta): 0.2914 / 0.2646 Eh
E_HOMO (alpha / beta): -8.06 / -8.24 eV
2S+1: 2
LUMO (alpha / beta): -0.14 / -1.04 eV

***

# 2
Computed, not measured: C6H15N in the gas phase at a distorted geometry, with ωB97M-V/def2-TZVPD.

```
22
Properties=species:S:1:pos:R:3:lowdin_charge:R:1
C -0.0126 2.9322 0.4480 -0.124
C -0.7790 2.0831 -0.5383 -0.266
C -1.1795 0.8360 0.1685 -0.253
N -0.8364 -0.3482 -0.6495 -0.097
C 0.4962 -0.7672 -0.8701 -0.289
C 0.9032 -2.2074 -0.3906 -0.270
C 0.6909 -2.7069 1.0094 -0.133
H 0.9238 2.4617 0.7213 0.056
H -0.4433 3.3391 1.3561 0.063
H 0.4309 3.9156 -0.0879 0.111
H -0.2226 1.8804 -1.4136 0.091
H -1.7297 2.3891 -0.9678 0.108
H -0.6689 0.7511 1.0902 0.094
H -2.2625 0.8134 0.2688 0.119
H -1.2743 -1.0580 -0.0479 0.094
H 0.7967 -0.5902 -1.9073 0.103
H 1.1521 -0.0246 -0.3053 0.122
H 2.0161 -2.2383 -0.6442 0.119
H 0.1860 -2.8497 -1.0642 0.134
H 1.0283 -1.9933 1.6958 0.048
H -0.4179 -2.9246 1.0620 0.086
H 1.2024 -3.6932 1.0667 0.084
```

Calculated values
Molar mass: 101.193 g mol⁻¹
Gap between HOMO and LUMO: 0.3559 Eh
E_HOMO: -8.60 eV
LUMO: 1.09 eV
SMILES string: CCCNCCC

***

# 3
Computed, not measured: a molecular structure, C10H28ClGdI2OP2 at a distorted geometry, with ωB97M-V/def2-TZVPD.

```
45
Properties=species:S:1:pos:R:3:mulliken_spin:R:1
I 1.0811 0.2658 1.0444 0.303
I -1.0944 1.4730 0.9907 0.027
Gd -0.6695 -0.7909 -3.9692 6.130
P 1.7605 2.8401 0.7238 0.547
C 2.0953 3.4075 2.4050 0.017
C 3.3444 2.5360 -0.1127 0.022
H 3.9466 3.4606 -0.0391 0.011
H 1.4688 5.0921 -0.0325 0.024
H 3.1782 2.2939 -1.1716 0.001
H 0.6664 3.9078 -1.1489 0.004
H 2.6994 2.6385 2.9332 -0.004
H 3.9101 1.7013 0.3260 -0.007
C 0.8370 4.1800 -0.0944 0.024
H 2.6991 4.3213 2.3587 0.017
H -0.1318 4.3500 0.4109 0.000
H 1.1516 3.5899 2.9465 0.003
P -1.2127 -1.9349 -1.3478 -0.060
C -1.9831 -3.1949 -0.1786 0.008
C -2.7547 -1.7368 -2.4140 -0.061
H 0.2999 -2.8178 -3.2674 0.049
H -1.1189 -3.9118 -2.8435 0.001
H 0.2886 -3.7465 -1.7766 -0.007
C -0.3827 -3.1972 -2.4503 -0.117
H -2.8316 -0.9607 -3.2508 0.024
H -3.0611 -2.7245 -2.7858 0.026
H -2.4960 -3.9699 -0.7845 0.003
H -2.7261 -2.7308 0.4930 0.001
H -3.5042 -1.3739 -1.6964 -0.007
H -1.2295 -3.6916 0.4562 0.001
Cl 0.6868 1.2800 -4.0422 0.009
C -2.9518 -0.9522 3.6114 0.002
C -1.4826 -0.6170 3.7402 -0.004
O -0.7442 -1.4445 2.8227 -0.001
C 0.1327 -2.4858 3.3258 0.011
C 1.1226 -2.0411 4.3849 -0.002
H -3.2075 -0.8974 2.5450 -0.001
H -3.5091 -0.1993 4.1800 0.000
H -3.2043 -1.9368 3.9980 0.000
H -1.3617 0.4171 3.3574 0.003
H -1.0225 -0.6728 4.7320 0.001
H -0.4195 -3.3809 3.6915 0.001
H 0.6676 -2.8381 2.4286 -0.002
H 0.6845 -1.6165 5.2866 0.000
H 1.6877 -2.9341 4.6750 0.001
H 1.8347 -1.3244 3.9772 0.000
```

Calculated values
Charge: +2
<S²>: 15.786
Molar mass: 672.792 g mol⁻¹
Gap between HOMO and LUMO (alpha / beta): 0.2319 / 0.2654 Eh
E_HOMO (alpha / beta): -13.21 / -14.35 eV
2S+1: 8
LUMO (alpha / beta): -6.90 / -7.13 eV

***

# 4
Computed, not measured: a molecular structure, C27H55BiCl2NP2 at a distorted geometry, with ωB97M-V/def2-TZVPD.

```
88
Properties=species:S:1:pos:R:3:lowdin_charge:R:1
Bi -0.1448 0.5336 -0.4888 1.022
Cl 1.7023 -0.7012 -2.1114 -0.139
P 0.4019 2.2053 -2.5661 0.797
C 0.0700 1.3899 -4.1980 -0.569
C -0.7495 3.6416 -2.3169 -0.555
C 2.2061 2.6487 -2.6289 -0.570
C -0.9014 0.2105 -4.0556 -0.159
H 1.0586 0.9822 -4.4752 0.091
C -0.3789 2.3417 -5.3052 -0.130
H -1.3304 2.8311 -5.0681 0.059
H -0.5210 1.7534 -6.2227 0.073
H 0.3627 3.1173 -5.5186 0.055
H -0.5182 -0.5260 -3.3420 -0.009
H -0.9852 -0.2936 -5.0287 0.075
H -1.9003 0.5330 -3.7340 0.071
H 2.6525 1.6630 -2.8553 0.050
C 2.7540 3.1021 -1.2674 -0.122
C 2.5508 3.6107 -3.7656 -0.132
H 2.4340 3.1384 -4.7492 0.060
H 3.6036 3.9078 -3.6667 0.070
H 1.9343 4.5185 -3.7343 0.070
H 2.2814 2.5828 -0.4235 0.041
H 2.6430 4.1857 -1.1330 0.064
H 3.8271 2.8601 -1.2236 0.082
C -2.2193 3.2022 -2.3689 -0.127
H -0.5341 4.3133 -3.1658 0.092
C -0.4611 4.3747 -1.0009 -0.118
H -2.5023 2.7503 -3.3260 0.052
H -2.8574 4.0838 -2.2211 0.078
H -2.4633 2.4904 -1.5665 0.005
H -0.6599 3.7491 -0.1135 0.056
H -1.1248 5.2472 -0.9330 0.077
H 0.5725 4.7329 -0.9430 0.055
Cl -2.6747 0.6397 0.3811 -0.271
H -0.4374 -1.3042 -0.1662 -0.149
P -0.6001 -3.9832 0.7775 1.006
C 1.0458 -4.7385 0.8715 -0.569
C -1.2778 -3.5369 2.4358 -0.559
C -1.7077 -4.6567 -0.4893 -0.577
C 2.1125 -3.6283 0.9952 -0.131
H 1.1654 -5.2228 -0.1171 0.108
C 1.1271 -5.8210 1.9514 -0.140
H 1.0875 -5.3971 2.9629 0.066
H 2.0812 -6.3517 1.8388 0.065
H 0.3204 -6.5568 1.8392 0.061
H 2.0484 -2.9153 0.1612 0.047
H 3.1152 -4.0771 0.9991 0.070
H 2.0055 -3.0642 1.9299 0.051
H -1.0577 -4.7254 -1.3821 0.106
C -2.8576 -3.6901 -0.8351 -0.128
C -2.1688 -6.0669 -0.1112 -0.148
H -1.3367 -6.7815 -0.1513 0.062
H -2.9243 -6.3921 -0.8378 0.062
H -2.6186 -6.0972 0.8908 0.070
H -2.5341 -2.6387 -0.8341 0.050
H -3.7001 -3.8153 -0.1401 0.061
H -3.2285 -3.9336 -1.8399 0.071
C -0.3088 -2.6420 3.2355 -0.114
H -1.3438 -4.5371 2.9014 0.084
C -2.6712 -2.8924 2.3687 -0.121
H 0.6573 -3.1223 3.4312 0.050
H -0.7616 -2.4080 4.2085 0.075
H -0.1257 -1.6884 2.7145 0.069
H -2.6493 -1.9416 1.8099 0.040
H -3.0028 -2.6762 3.3945 0.073
H -3.4157 -3.5626 1.9209 0.054
C 0.2316 4.0093 2.7093 -0.110
N -0.7357 2.9798 2.3541 -0.274
C -2.1101 3.3904 2.6180 -0.127
C -0.4451 1.6560 2.9243 -0.217
C 0.9396 1.1702 2.5960 -0.289
C 1.9196 1.2686 3.5927 -0.073
C 3.2374 0.8804 3.3485 -0.107
C 3.5698 0.3357 2.1063 -0.102
C 2.5841 0.2248 1.1186 -0.191
C 1.2825 0.6389 1.3522 -0.350
H -0.1715 4.9768 2.3712 0.076
H 1.1906 3.8345 2.2055 0.081
H 0.4198 4.0708 3.7992 0.081
H -2.7837 2.6541 2.1658 0.022
H -2.3197 3.4585 3.7045 0.079
H -2.2763 4.3758 2.1626 0.075
H -0.5816 1.6798 4.0273 0.118
H -1.2024 0.9804 2.4981 0.048
H 1.6377 1.6716 4.5658 0.100
H 3.9967 0.9843 4.1297 0.091
H 4.5900 0.0015 1.8954 0.094
H 2.8602 -0.1973 0.1570 0.019
```

Calculated values
Charge: -1
Molar mass: 735.578 g mol⁻¹
Gap between HOMO and LUMO: 0.2016 Eh
E_HOMO: -2.65 eV
LUMO: 2.84 eV